# CH5NO2S

The molecule CH5NO2S (ωB97M-V with the def2-TZVPD basis set, the OMol25 dataset).

Structure (XYZ):
```
10
Properties=species:S:1:pos:R:3:forces:R:3:lowdin_charge:R:1
H 0.125 0.952 1.385 0.199 1.048 -1.970 0.094
C -0.135 1.399 0.314 0.627 -1.380 1.412 -0.195
O -1.303 -1.994 -0.747 2.455 0.350 0.752 -0.343
S -0.402 -0.987 -0.190 -0.879 -1.397 0.904 0.671
O 1.216 -1.090 -0.464 -0.186 -1.925 -2.310 -0.259
H 0.717 1.727 -0.289 0.319 -0.312 0.550 0.069
N -0.893 0.373 -0.423 -0.301 2.624 0.069 -0.315
H 1.454 -1.587 -1.328 -0.704 1.149 1.861 0.131
H -0.668 2.294 0.548 -1.014 0.309 -0.189 0.050
H -0.110 -1.087 1.194 -0.515 -0.465 -1.077 0.097
```
Positions in Å, forces in eV/Å.

Results
Energy above the lowest of the compared OMol25 structures with the same formula, charge and spin (kJ/mol): 336.9
Kohn-Sham gap (eV): 10.420
Electronic energy (Eh): -644.4160
Total charge: 0
LUMO level (Eh): 0.0178